(P)
# C4H12N2O

C4H12N2O in the gas phase (wB97M-V/def2-TZVPD, the Open Molecules 2025 dataset).

Each atom is followed by the atoms it is bonded to, with distances in Å.
Cartesian coordinates (Å):
1 N -1.30 2.33 0.58  C2 1.485, H8 1.012, H9 1.017
2 C -0.85 1.30 1.55  N1 1.485, C3 1.526, H10 1.092, H11 1.091
3 C -0.71 -0.10 0.97  C2 1.526, N4 1.450, H12 1.100, H13 1.084
4 N 0.11 -0.08 -0.24  C3 1.450, C5 1.492, H14 1.011
5 C 0.42 -1.45 -0.75  N4 1.492, C6 1.513, H15 1.085, H16 1.081
6 C 1.83 -1.45 -1.29  C5 1.513, O7 1.416, H17 1.090, H18 1.098
7 O 2.12 -0.37 -2.16  C6 1.416, H19 0.965
8 H -2.00 2.89 1.06  N1 1.012
9 H -1.84 1.87 -0.15  N1 1.017
10 H 0.06 1.61 2.08  C2 1.092
11 H -1.65 1.24 2.29  C2 1.091
12 H -1.71 -0.52 0.81  C3 1.100
13 H -0.15 -0.60 1.75  C3 1.084
14 H -0.38 0.44 -0.95  N4 1.011
15 H -0.32 -1.60 -1.54  C5 1.085
16 H 0.32 -2.10 0.10  C5 1.081
17 H 2.03 -2.39 -1.80  C6 1.090
18 H 2.50 -1.37 -0.42  C6 1.098
19 H 1.52 0.34 -1.90  O7 0.965

Calculated values
Highest occupied orbital energy ... -9.143 eV
SMILES string ... NCCNCCO

(Q)
# C4H12N2O

2 unconnected molecules or ions with the total composition C4H12N2O (wB97M-V/def2-TZVPD, the Open Molecules 2025 dataset).

Each atom is followed by the atoms it is bonded to, with distances in Å.
Cartesian coordinates (Å):
1 C -2.30 0.55 3.34  C2 1.329, H4 1.083, H5 1.078
2 C -1.03 0.23 3.10  C1 1.329, N3 1.391, H6 1.085
3 N -0.43 0.13 1.85  C2 1.391, H7 1.011, H8 1.009
4 H -3.02 0.68 2.55  C1 1.083
5 H -2.63 0.66 4.36  C1 1.078
6 H -0.35 0.12 3.94  C2 1.085
7 H -1.11 0.09 1.10  N3 1.011
8 H 0.22 -0.63 1.74  N3 1.009
9 C 1.61 1.01 -3.04  N10 1.458, H13 1.089, H14 1.088, H15 1.098
10 N 0.86 -0.17 -2.61  C9 1.458, C11 1.447, H16 1.015
11 C 0.90 -0.35 -1.18  N10 1.447, O12 1.408, H17 1.100, H18 1.093
12 O 0.10 -1.45 -0.80  C11 1.408, H19 0.964
13 H 1.13 1.91 -2.67  C9 1.089
14 H 1.61 1.05 -4.13  C9 1.088
15 H 2.65 1.01 -2.69  C9 1.098
16 H 1.26 -0.99 -3.04  N10 1.015
17 H 1.92 -0.58 -0.83  C11 1.100
18 H 0.57 0.56 -0.68  C11 1.093
19 H -0.65 -1.47 -1.41  O12 0.964

Calculated values
Highest occupied orbital energy ... -8.247 eV
SMILES string ... C=CN.CNCO

(R)
# C4H12N2O

3 unconnected molecules or ions with the total composition C4H12N2O (wB97M-V/def2-TZVPD, the Open Molecules 2025 dataset).

Each atom is followed by the atoms it is bonded to, with distances in Å.
Cartesian coordinates (Å):
1 C 2.79 -0.67 0.92  C2 1.439, H4 1.088, H5 1.088, H6 1.088
2 C 1.39 -0.61 1.27  C1 1.439, N3 1.149
3 N 0.31 -0.60 1.66  C2 1.149
4 H 3.37 -0.92 1.80  C1 1.088
5 H 2.95 -1.43 0.16  C1 1.088
6 H 3.11 0.30 0.53  C1 1.088
7 N -1.98 1.56 0.62  C8 1.437, H10 1.015, H11 1.014
8 C -1.98 0.30 -0.07  N7 1.437, O9 1.416, H12 1.101, H13 1.131
9 O -2.88 -0.67 0.43  C8 1.416, H14 0.963
10 H -2.91 1.97 0.64  N7 1.015
11 H -1.65 1.43 1.57  N7 1.014
12 H -2.20 0.50 -1.13  C8 1.101
13 H -0.97 -0.17 0.16  C8 1.131
14 H -3.78 -0.35 0.34  O9 0.963
15 C 0.91 -0.13 -1.77  H16 1.110, H17 1.084, H18 1.083, H19 1.085
16 H 0.53 0.63 -1.05  C15 1.110
17 H 0.73 -1.13 -1.37  C15 1.084
18 H 1.95 -0.03 -2.04  C15 1.083
19 H 0.31 0.00 -2.66  C15 1.085

Calculated values
Highest occupied orbital energy ... -9.348 eV
SMILES string ... CC#N.NCO.C

Stability ranking, top and bottom: (R) is the most stable and (Q) is the least stable.